No. 1
The following is a DFT calculation (the ωB97M-V functional and the def2-TZVPD basis) of C9H11N3 in the gas phase.

Computed properties:
HOMO level (spin up / spin down) in eV: -2.630 / -10.139
ΔE to the lowest compared entry with this formula, charge and spin in eV: 1.623
Expectation value of S²: 2.01
Net charge: 0
HOMO-LUMO gap (spin up / spin down) in eV: 2.74 / 6.32
Lowest unoccupied orbital energy (spin up / spin down) in eV: 0.1 / -3.8
2S+1: 3

Each line ends with the Löwdin spin population.
Positions of all 23 atoms, in Å:
C  -1.38806  -1.75511  -2.50709  0.37
C  -2.16838  -1.97537  -1.38475  0.65
C  -0.65390  -0.45777  -0.98175  0.29
C  0.51791  2.71298  -1.18466  0.01
C  0.88838  1.43379  -1.34824  0.02
C  -0.48643  2.69654  -0.10213  0.02
C  0.17309  0.59868  -0.21204  0.02
C  0.58516  -0.31241  2.14973  0.03
C  1.23090  0.01768  0.74411  0.02
N  -0.45885  -0.79651  -2.22919  0.11
N  -0.68331  1.56556  0.44871  0.02
N  -1.73107  -1.05814  -0.45358  0.13
H  -1.42948  -2.32420  -3.44659  0.02
H  -2.88626  -2.68224  -1.26799  0.09
H  0.53778  3.56764  -1.81291  0.00
H  1.50325  0.86748  -1.95409  0.00
H  -0.92135  3.59010  0.37049  0.00
H  -0.09050  -1.09981  2.20938  0.03
H  0.17703  0.58047  2.46977  0.00
H  1.44464  -0.62771  2.86265  0.00
H  1.73690  -0.98281  0.29614  0.01
H  2.06082  0.77338  0.99165  0.00
H  -2.24041  -0.80223  0.39221  0.14

Forces on atoms 1 to 6 (eV/Å):
2.68 0.30 -1.29
0.97 3.27 2.10
0.60 1.68 2.29
-1.27 -1.23 -0.05
-1.54 0.38 2.45
0.57 0.53 0.87

=====

No. 2
The following is a DFT calculation (the ωB97M-V functional and the def2-TZVPD basis) of a molecular structure, C4H11AlO3.

Computed properties:
HOMO level (spin up / spin down) in eV: -12.955 / -13.589
ΔE to the lowest compared entry with this formula, charge and spin in eV: 3.496
Expectation value of S²: 0.75
Net charge: +1
HOMO-LUMO gap (spin up / spin down) in eV: 8.95 / 7.14
Lowest unoccupied orbital energy (spin up / spin down) in eV: -4.0 / -6.4
2S+1: 2

Each line ends with the Löwdin spin population.
Positions of all 19 atoms, in Å:
O  0.16206  0.51680  1.77217  0.19
Al  -1.13879  -0.63954  1.94348  0.57
H  1.33722  0.02724  1.55630  0.00
C  0.19342  0.78249  -0.24470  0.00
C  -0.63182  -0.36161  -0.80109  0.01
O  -1.65574  -0.71696  0.13052  0.14
C  -2.60010  -1.63870  -0.39339  0.03
H  0.57118  1.32358  -1.13263  0.00
H  -0.48936  1.60678  0.03801  0.00
H  0.00533  -1.24101  -0.99036  0.00
H  -1.12051  -0.05666  -1.73854  0.00
H  -3.28603  -1.89230  0.42329  0.02
H  -3.13750  -1.17382  -1.23180  0.00
H  -2.10153  -2.55419  -0.74363  0.00
O  1.89154  0.18554  0.21968  0.03
C  2.81300  1.24739  0.28066  0.00
H  3.79120  0.83393  0.55897  0.00
H  2.89059  1.76594  -0.68967  0.00
H  2.50583  1.98510  1.04273  0.00

Forces on atoms 1 to 6 (eV/Å):
0.99 -3.01 1.72
1.16 1.17 0.27
-2.49 1.59 -1.32
0.74 1.10 -3.45
1.85 0.34 -0.17
0.04 0.01 0.90

=====

No. 3
The following is a DFT calculation (the ωB97M-V functional and the def2-TZVPD basis) of C17H14N4O4S2 in the gas phase.

Computed properties:
HOMO level in eV: -8.271
Net charge: 0
HOMO-LUMO gap in eV: 7.88
Lowest unoccupied orbital energy in eV: -0.4
SMILES string: O=[N+]([O-])c1cc2c(c(CSc3nnc(Nc4ccccc4)s3)c1)OCOC2

Each line ends with the Mulliken charge.
Positions of all 41 atoms, in Å:
O  -2.04232  1.93086  0.92523  -0.62
N  -1.41481  1.14153  1.60433  1.21
O  -1.88915  0.48488  2.50828  -0.67
C  -0.02718  0.95999  1.29934  -0.54
C  0.56664  1.74490  0.31758  -0.36
C  1.88777  1.53431  -0.02072  1.19
C  2.61124  0.51508  0.61207  0.24
C  2.00481  -0.29199  1.59526  0.26
C  2.73145  -1.49171  2.08393  -1.07
S  3.00834  -2.70075  0.68025  -0.21
C  1.75156  -2.15592  -0.39001  0.44
N  1.94561  -1.44609  -1.43822  -0.11
N  0.85158  -0.97315  -2.00172  -0.73
C  -0.24851  -1.29348  -1.37305  0.47
N  -1.43505  -0.80619  -1.77103  -0.13
C  -2.64408  -0.69104  -1.07290  0.96
C  -3.00261  -1.52066  -0.01739  -0.31
C  -4.19958  -1.31439  0.64549  -0.84
C  -5.05324  -0.29781  0.25817  -0.53
C  -4.71030  0.51336  -0.81122  -0.64
C  -3.51653  0.31914  -1.47537  -0.51
S  0.02518  -2.35128  -0.00093  -0.21
C  0.68819  -0.05098  1.93719  -0.64
O  3.88825  0.24371  0.28999  -0.48
C  4.34112  0.84016  -0.91105  -0.27
O  3.98890  2.17489  -1.00857  -0.43
C  2.58463  2.32912  -1.09098  -1.03
H  -0.01654  2.50666  -0.17658  0.55
H  2.17780  -2.01333  2.86190  0.41
H  3.74084  -1.25786  2.41569  0.47
H  -1.35403  -0.20034  -2.57944  0.25
H  -2.36111  -2.32885  0.29390  0.54
H  -4.45769  -1.95463  1.47456  0.39
H  -5.97960  -0.13664  0.78676  0.39
H  -5.36875  1.30946  -1.12264  0.37
H  -3.24198  0.96200  -2.29941  0.34
H  0.18397  -0.66464  2.66885  0.49
H  5.43135  0.78383  -0.88587  0.25
H  3.93787  0.24967  -1.75283  0.39
H  2.39008  3.39758  -0.97886  0.44
H  2.22588  2.00059  -2.07994  0.28

Forces on atoms 1 to 6 (eV/Å):
-0.19 0.18 -0.04
-0.49 0.13 0.05
-0.16 -0.13 0.25
1.22 -0.15 -0.26
-0.09 -0.18 0.20
0.36 -0.14 0.14

=====

Number 1: F_max 4.43 eV/Å, total energy -513.53968 a.u.. Number 2: F_max 3.70 eV/Å, total energy -626.74652 a.u.. Number 3: F_max 1.60 eV/Å, total energy -1972.46896 a.u..